[1]
C18H19ClN2O4S2 | the ωB97M-V functional and the def2-TZVPD basis

ORCA input file:
```
! RIJCOSX wB97M-V def2-TZVPD def2/J DEFGRID3
* xyz 0 1
C -6.838 -1.774 0.817
S -5.055 -1.687 1.142
C -4.557 -0.166 0.393
C -5.414 0.696 -0.277
C -4.908 1.861 -0.828
C -3.569 2.187 -0.727
C -2.709 1.323 -0.054
N -1.339 1.567 0.092
C -0.612 2.640 -0.327
O -1.065 3.613 -0.890
C 0.849 2.533 -0.007
C 1.554 3.715 0.216
C 2.903 3.696 0.510
C 3.569 2.475 0.563
Cl 5.231 2.381 0.937
C 2.882 1.298 0.304
S 3.813 -0.248 0.367
O 4.193 -0.474 1.728
O 4.828 -0.197 -0.643
N 2.616 -1.351 -0.053
C 2.418 -2.455 0.870
C 3.439 -3.563 0.605
O 3.382 -3.992 -0.737
C 3.651 -2.929 -1.626
C 2.648 -1.787 -1.439
C 1.532 1.320 0.026
C -3.208 0.151 0.502
H -7.020 -1.801 -0.253
H -7.342 -0.933 1.285
H -7.172 -2.702 1.271
H -6.464 0.476 -0.376
H -5.577 2.529 -1.348
H -3.188 3.096 -1.159
H -0.846 0.857 0.615
H 1.017 4.650 0.156
H 3.446 4.607 0.697
H 2.532 -2.065 1.880
H 1.401 -2.835 0.725
H 3.229 -4.443 1.216
H 4.443 -3.179 0.840
H 3.580 -3.347 -2.631
H 4.664 -2.537 -1.457
H 2.931 -0.933 -2.053
H 1.640 -2.122 -1.708
H 1.046 0.380 -0.190
H -2.553 -0.528 1.028
*
```

Properties
Total energy = -64337.194 eV
Kohn-Sham gap = 8.29 eV

---

[2]
C18H19F3NO6S3 | the ωB97M-V functional and the def2-TZVPD basis

ORCA input file:
```
! RIJCOSX wB97M-V def2-TZVPD def2/J DEFGRID3
* xyz -1 1
C -0.884 0.433 5.138
C -1.476 0.799 3.795
O -0.391 0.740 2.799
C -0.864 0.667 1.512
C 0.155 0.251 0.470
S -0.761 -1.881 0.579
C 0.426 -3.422 0.588
C 1.789 -3.365 0.300
C 2.548 -4.524 0.523
C 1.923 -5.680 1.024
C 0.557 -5.696 1.261
C -0.190 -4.556 1.066
O -1.364 -2.147 1.888
O -1.627 -1.998 -0.608
O -2.012 0.991 1.192
H -1.510 0.855 5.938
H -0.933 -0.669 5.291
H 0.148 0.824 5.214
H -2.293 0.145 3.529
H -1.878 1.843 3.770
H 1.217 0.130 0.756
H 2.226 -2.402 -0.051
H 3.618 -4.511 0.344
H 2.527 -6.541 1.247
H 0.061 -6.573 1.647
H -1.255 -4.509 1.335
C -0.736 3.668 -3.411
N -0.569 3.792 -2.007
S 1.522 2.408 -1.160
C 2.337 3.840 -0.774
F 2.040 4.665 0.269
F 3.636 3.453 -0.665
F 2.286 4.640 -1.867
S -1.636 2.939 -1.281
C -1.173 1.168 -1.529
C -1.694 0.557 -2.659
C -0.750 -0.101 -3.439
C 0.579 -0.240 -3.046
C 1.025 0.145 -1.831
C 0.059 0.750 -0.897
O -1.384 3.190 0.140
O -2.981 3.014 -1.809
H 0.204 3.560 -3.999
H -1.518 3.008 -3.964
H -1.050 4.717 -3.664
H -2.716 0.784 -2.959
H -1.089 -0.487 -4.418
H 1.279 -0.649 -3.741
H 2.089 -0.073 -1.544
H 0.482 2.051 -0.291
*
```

Properties
Total energy = -73400.962 eV
ΔE to the lowest compared entry with this formula, charge and spin = 1.732 eV
Kohn-Sham gap = 5.85 eV

---

[3]
C18H19FeN2O4 | the ωB97M-V functional and the def2-TZVPD basis

ORCA input file:
```
! RIJCOSX wB97M-V def2-TZVPD def2/J DEFGRID3
* xyz 1 5
O -1.284 -2.922 -1.335
C -0.444 -3.511 -0.774
Fe 0.644 -4.547 0.148
C -0.667 -5.234 1.152
O -1.675 -5.729 1.490
C 0.543 -5.836 -1.016
O 0.144 -6.662 -1.729
C 1.402 -2.371 1.501
C 2.086 -2.110 0.217
C 2.164 -3.406 -0.579
C 2.752 -4.512 0.092
C 2.381 -4.656 1.420
C 1.531 -3.668 2.008
H 0.698 -1.689 1.952
H 1.629 -1.315 -0.390
H 3.123 -1.772 0.449
H 2.259 -3.321 -1.668
H 3.351 -5.258 -0.439
H 2.696 -5.522 2.000
H 1.092 -3.914 2.976
C -1.027 5.784 -1.499
C -0.297 4.577 -0.908
N -1.180 3.583 -0.297
C -0.593 2.450 0.250
C -1.327 1.260 0.426
C -0.667 0.106 0.839
N 0.629 0.101 1.142
C 1.329 1.246 1.077
C 0.766 2.435 0.641
C -2.582 3.487 -0.689
C -3.151 4.805 -1.189
O -2.266 5.433 -2.115
H -1.179 6.524 -0.688
H -0.430 6.212 -2.317
H 0.305 4.128 -1.726
H 0.394 4.958 -0.142
H -2.386 1.183 0.201
H -1.223 -0.830 0.925
H 2.377 1.219 1.384
H 1.392 3.320 0.597
H -2.720 2.734 -1.489
H -3.166 3.181 0.188
H -4.059 4.614 -1.773
H -3.361 5.445 -0.314
*
```

Properties
Total energy = -64518.025 eV
Kohn-Sham gap (spin up / spin down) = 4.42 / 3.07 eV

---

[4]
C18H19IN4O4Sn | the ωB97M-V functional and the def2-TZVPD basis

ORCA input file:
```
! RIJCOSX wB97M-V def2-TZVPD def2/J DEFGRID3
* xyz 0 1
Sn -12.491 -6.734 -4.546
C -16.217 -6.791 -1.576
C -16.664 -6.801 -2.971
N -17.930 -6.499 -3.197
C -18.375 -6.504 -4.428
C -17.537 -6.628 -5.523
C -18.266 -6.588 -6.887
O -17.488 -7.079 -7.954
C -16.149 -6.739 -5.373
C -15.353 -6.672 -6.576
N -14.362 -7.426 -6.804
C -13.757 -7.466 -8.074
C -14.220 -6.787 -9.192
C -13.496 -6.784 -10.355
C -12.258 -7.426 -10.468
C -11.771 -8.111 -9.390
C -12.591 -8.343 -8.253
I -12.234 -9.974 -7.005
C -15.673 -6.921 -4.030
O -14.448 -7.030 -3.603
H -17.030 -6.539 -0.914
H -15.426 -6.042 -1.518
H -15.776 -7.783 -1.281
H -19.402 -6.266 -4.596
H -18.543 -5.548 -7.065
H -19.177 -7.180 -6.725
H -18.122 -7.169 -8.696
H -15.712 -5.898 -7.272
H -15.201 -6.318 -9.162
H -13.859 -6.253 -11.245
H -11.739 -7.319 -11.407
H -10.819 -8.627 -9.388
N -12.227 -8.733 -3.406
C -11.755 -8.494 -2.021
C -11.401 -7.030 -1.794
O -10.778 -6.812 -0.750
O -11.851 -6.120 -2.626
H -13.062 -9.289 -3.484
H -11.451 -9.080 -3.987
H -10.795 -8.980 -1.879
H -12.495 -8.839 -1.281
C -7.607 -6.807 -3.075
C -8.689 -7.438 -3.817
N -9.589 -7.914 -4.364
H -8.054 -6.333 -2.174
H -7.186 -6.078 -3.764
H -6.863 -7.575 -2.807
*
```

Properties
Total energy = -47056.723 eV
ΔE to the lowest compared entry with this formula, charge and spin = 0.190 eV
Kohn-Sham gap = 7.37 eV

---

[5]
C18H19IrN4S3Si | the ωB97M-V functional and the def2-TZVPD basis

ORCA input file:
```
! RIJCOSX wB97M-V def2-TZVPD def2/J DEFGRID3
* xyz 1 2
Ir -0.378 0.894 1.966
S -2.369 0.923 3.285
C -2.817 -0.730 3.035
C -4.169 -1.086 3.091
C -4.564 -2.393 2.886
C -5.956 -2.723 2.898
N -7.076 -2.977 2.891
C -3.595 -3.393 2.642
C -2.257 -3.049 2.595
C -1.854 -1.726 2.780
S -0.149 -1.380 2.713
C -3.989 -4.749 2.426
N -4.282 -5.844 2.238
H -4.917 -0.327 3.276
H -1.509 -3.810 2.411
N 0.565 -1.117 -0.735
C -0.232 -0.144 -1.137
S -1.566 0.398 -0.168
N -0.063 0.433 -2.320
C 0.982 0.150 -3.257
C 1.750 1.208 -3.726
C 2.790 0.956 -4.606
C 3.063 -0.342 -5.013
C 2.267 -1.389 -4.572
C 1.218 -1.147 -3.697
H 0.433 -1.518 0.186
H 1.386 -1.370 -1.266
H -0.635 1.245 -2.498
H 1.532 2.217 -3.396
H 3.388 1.779 -4.972
H 3.891 -0.532 -5.682
H 2.445 -2.397 -4.921
H 0.561 -1.953 -3.395
C 2.048 3.332 2.778
Si 1.468 2.303 1.297
C 2.888 1.265 0.567
C 0.961 3.559 -0.050
H 2.861 3.963 2.410
H 2.427 2.740 3.612
H 1.255 3.983 3.148
H 3.688 1.960 0.293
H 2.589 0.742 -0.343
H 3.302 0.539 1.267
H 1.634 3.490 -0.905
H 1.051 4.561 0.374
H -0.065 3.452 -0.407
*
```

Properties
Total energy = -68150.429 eV
ΔE to the lowest compared entry with this formula, charge and spin = 2.375 eV
Kohn-Sham gap (spin up / spin down) = 5.75 / 5.80 eV

---

- The lowest total energy belongs to which entry?
  C18H19F3NO6S3

---

- Which of these has the lowest total energy?
  C18H19F3NO6S3

---

What did the fourth record say?
C18H19IN4O4Sn | the ωB97M-V functional and the def2-TZVPD basis

ORCA input file:
```
! RIJCOSX wB97M-V def2-TZVPD def2/J DEFGRID3
* xyz 0 1
Sn -12.491 -6.734 -4.546
C -16.217 -6.791 -1.576
C -16.664 -6.801 -2.971
N -17.930 -6.499 -3.197
C -18.375 -6.504 -4.428
C -17.537 -6.628 -5.523
C -18.266 -6.588 -6.887
O -17.488 -7.079 -7.954
C -16.149 -6.739 -5.373
C -15.353 -6.672 -6.576
N -14.362 -7.426 -6.804
C -13.757 -7.466 -8.074
C -14.220 -6.787 -9.192
C -13.496 -6.784 -10.355
C -12.258 -7.426 -10.468
C -11.771 -8.111 -9.390
C -12.591 -8.343 -8.253
I -12.234 -9.974 -7.005
C -15.673 -6.921 -4.030
O -14.448 -7.030 -3.603
H -17.030 -6.539 -0.914
H -15.426 -6.042 -1.518
H -15.776 -7.783 -1.281
H -19.402 -6.266 -4.596
H -18.543 -5.548 -7.065
H -19.177 -7.180 -6.725
H -18.122 -7.169 -8.696
H -15.712 -5.898 -7.272
H -15.201 -6.318 -9.162
H -13.859 -6.253 -11.245
H -11.739 -7.319 -11.407
H -10.819 -8.627 -9.388
N -12.227 -8.733 -3.406
C -11.755 -8.494 -2.021
C -11.401 -7.030 -1.794
O -10.778 -6.812 -0.750
O -11.851 -6.120 -2.626
H -13.062 -9.289 -3.484
H -11.451 -9.080 -3.987
H -10.795 -8.980 -1.879
H -12.495 -8.839 -1.281
C -7.607 -6.807 -3.075
C -8.689 -7.438 -3.817
N -9.589 -7.914 -4.364
H -8.054 -6.333 -2.174
H -7.186 -6.078 -3.764
H -6.863 -7.575 -2.807
*
```

Properties
Total energy = -47056.723 eV
ΔE to the lowest compared entry with this formula, charge and spin = 0.190 eV
Kohn-Sham gap = 7.37 eV